--- 1 ---
This record from OMol25 describes a structure of composition C4H4O3. The level of theory is the ωB97M-V functional and the def2-TZVPD basis.

Structure (ORCA input):
```
! RIJCOSX wB97M-V def2-TZVPD def2/J DEFGRID3
* xyz 0 1
O -1.918 0.727 0.773
C -0.915 1.075 0.178
C 0.088 0.037 -0.170
C -0.321 -1.216 0.536
O -0.618 -1.532 -0.735
C 1.406 0.363 -0.753
O 1.819 1.498 -0.848
H -0.734 2.134 -0.040
H 0.405 -1.841 1.051
H -1.219 -0.734 1.049
H 2.009 -0.512 -1.042
*
```

Properties
orbital gap (spin up / spin down) = 8.79 / 8.79 eV
E_HOMO (spin up / spin down) = -10.1655 / -10.1659 eV
LUMO (spin up / spin down) = -1.4 / -1.4 eV

---

--- 2 ---
This record from OMol25 describes an isolated molecule of C4H4O3. The level of theory is the ωB97M-V functional and the def2-TZVPD basis.

Structure (ORCA input):
```
! RIJCOSX wB97M-V def2-TZVPD def2/J DEFGRID3
* xyz 0 1
C 0.917 0.856 -0.325
C -0.209 0.717 0.667
O -0.741 1.635 1.224
C -0.457 -0.829 0.837
O -0.700 -1.517 1.786
C -0.638 -1.219 -0.629
O -1.297 -0.341 -1.136
H 1.756 1.230 0.277
H 0.687 1.584 -1.108
H 1.029 -0.162 -0.798
H -0.377 -2.166 -1.135
*
```

Properties
orbital gap = 8.79 eV
E_HOMO = -9.5918 eV
LUMO = -0.8 eV

---

--- 3 ---
This record from OMol25 describes an isolated molecule of C4H4O3. The level of theory is the ωB97M-V functional and the def2-TZVPD basis.

Structure (ORCA input):
```
! RIJCOSX wB97M-V def2-TZVPD def2/J DEFGRID3
* xyz 0 1
C -2.073 0.121 -0.538
C -0.759 0.130 -0.604
O 0.043 -1.007 -0.462
C 0.773 -0.685 0.654
O 0.454 -0.950 1.775
C 2.024 0.137 0.345
O 2.027 1.050 -0.443
H -2.546 1.087 -0.438
H -2.678 -0.774 -0.556
H -0.173 1.038 -0.672
H 2.907 -0.147 0.937
*
```

Properties
orbital gap = 9.61 eV
E_HOMO = -10.1558 eV
LUMO = -0.6 eV

---

Which of them is the most stable, and which is the least stable? 3 and 1, in that order.

---

--- 1 ---
This record from OMol25 describes an isolated molecule of C4H4O3. The level of theory is the ωB97M-V functional and the def2-TZVPD basis.

Structure (ORCA input):
```
! RIJCOSX wB97M-V def2-TZVPD def2/J DEFGRID3
* xyz 0 1
O -1.049 1.107 -1.292
C -0.704 0.983 -0.134
C -0.769 -0.344 0.777
C 0.081 -1.164 -0.058
O -0.038 -2.008 -0.864
C 1.400 0.080 -0.484
O 2.152 0.502 0.345
H -0.807 1.823 0.574
H -1.756 -0.755 0.981
H -0.220 -0.067 1.678
H 1.709 -0.157 -1.523
*
```

Properties
orbital gap = 8.00 eV
E_HOMO = -8.8355 eV
LUMO = -0.8 eV

---

--- 2 ---
This record from OMol25 describes an isolated molecule of C4H4O3. The level of theory is the ωB97M-V functional and the def2-TZVPD basis.

Structure (ORCA input):
```
! RIJCOSX wB97M-V def2-TZVPD def2/J DEFGRID3
* xyz 0 1
O -0.364 -0.644 2.234
C -0.820 -0.554 1.118
C -0.020 0.070 0.013
C 0.233 1.556 0.072
O 1.364 0.311 0.367
C -0.128 -0.558 -1.337
O -1.145 -1.088 -1.717
H -1.829 -0.906 0.842
H 0.564 1.829 -0.948
H 1.384 0.395 1.342
H 0.760 -0.411 -1.986
*
```

Properties
orbital gap = 9.40 eV
E_HOMO = -9.3415 eV
LUMO = 0.1 eV

---

--- 3 ---
This record from OMol25 describes an isolated molecule of C4H4O3. The level of theory is the ωB97M-V functional and the def2-TZVPD basis.

Structure (ORCA input):
```
! RIJCOSX wB97M-V def2-TZVPD def2/J DEFGRID3
* xyz 0 1
O 2.287 -1.751 0.540
C 1.447 -0.987 0.314
C 0.570 -0.082 0.102
C 0.030 1.085 1.385
O -0.962 1.691 1.743
C -0.367 0.035 -1.103
O -1.237 -1.078 -1.327
H 0.932 1.340 1.900
H -0.005 0.203 -2.135
H -1.072 0.928 -0.892
H -1.624 -1.384 -0.526
*
```

Properties
orbital gap = 9.58 eV
E_HOMO = -9.8152 eV
LUMO = -0.2 eV

---

Which of them is the most stable, and which is the least stable? 3 and 2, in that order.

---

--- 1 ---
This record from OMol25 describes an isolated molecule of C4H6ClNOS. The level of theory is the ωB97M-V functional and the def2-TZVPD basis.

Structure (ORCA input):
```
! RIJCOSX wB97M-V def2-TZVPD def2/J DEFGRID3
* xyz 0 1
O 1.552 1.938 -0.507
C 1.094 1.804 0.609
C -0.278 1.174 0.965
S 0.329 -0.567 1.614
C -0.397 -1.335 0.086
C -0.352 -0.234 -0.909
N -1.041 0.915 -0.198
Cl -2.686 0.499 0.141
H 1.660 2.077 1.446
H -0.845 1.896 1.650
H -1.422 -1.466 0.240
H 0.300 -2.233 -0.132
H 0.668 0.199 -1.128
H -0.970 -0.379 -1.886
*
```

Properties
orbital gap = 9.79 eV
E_HOMO = -9.2321 eV
LUMO = 0.6 eV

---

--- 2 ---
This record from OMol25 describes a structure of composition C4H6ClNOS. The level of theory is the ωB97M-V functional and the def2-TZVPD basis.

Structure (ORCA input):
```
! RIJCOSX wB97M-V def2-TZVPD def2/J DEFGRID3
* xyz 0 1
C 2.776 -0.553 -0.112
C 0.582 -0.219 0.208
C -1.729 -0.149 0.763
C -0.419 0.695 0.739
H 2.713 -1.638 0.338
H 2.825 -0.598 -1.223
H 3.728 -0.186 0.273
H -2.605 0.394 0.544
H -1.817 -0.447 1.821
H -0.216 1.071 1.721
N 0.322 -1.377 -0.221
O 1.793 0.251 0.406
S -1.317 -1.523 -0.410
Cl -0.436 2.045 -0.483
*
```

Properties
orbital gap = 9.08 eV
E_HOMO = -8.3728 eV
LUMO = 0.7 eV

---

Which of them is the most stable, and which is the least stable? 2 and 1, in that order.

---

--- 1 ---
This record from OMol25 describes a cluster of 2 separate species, C4H6ClNOS in total. The level of theory is the ωB97M-V functional and the def2-TZVPD basis.

Structure (ORCA input):
```
! RIJCOSX wB97M-V def2-TZVPD def2/J DEFGRID3
* xyz 0 1
C -0.698 -0.922 0.078
C -2.438 0.171 -0.311
C 1.715 -0.814 -0.015
C 0.438 1.234 0.259
N 0.439 -0.183 0.106
O -0.909 -2.084 0.183
S -2.853 1.702 -0.105
Cl -3.575 -0.980 -0.989
H 2.347 -0.597 0.875
H 1.871 -1.870 -0.179
H 2.205 -0.417 -0.903
H -0.457 1.735 -0.334
H 0.466 1.458 1.364
H 1.448 1.568 -0.029
*
```

Properties
orbital gap = 8.22 eV
E_HOMO = -8.5617 eV
LUMO = -0.3 eV

---

--- 2 ---
This record from OMol25 describes an isolated molecule of C4H6ClNOS. The level of theory is the ωB97M-V functional and the def2-TZVPD basis.

Structure (ORCA input):
```
! RIJCOSX wB97M-V def2-TZVPD def2/J DEFGRID3
* xyz 0 1
C 1.198 -1.860 -0.231
C 0.094 -0.958 -0.264
C -1.182 -1.222 -1.013
Cl -1.750 0.227 -1.840
N -0.138 0.156 0.640
O -1.368 0.094 1.325
C 0.755 1.039 1.242
S 2.364 1.086 1.103
H 1.279 -2.546 -1.014
H 2.084 -1.676 0.379
H -2.038 -1.301 -0.304
H -1.050 -2.108 -1.791
H -1.898 0.867 0.964
H 0.278 1.680 1.921
*
```

Properties
orbital gap = 8.73 eV
E_HOMO = -8.6500 eV
LUMO = 0.1 eV

---

Which of them is the most stable, and which is the least stable? 1 and 2, in that order.